1.
The following is a quantum chemistry calculation of 9 unconnected molecules or ions with the total composition C36H60O21, from OMol25.

Each line ends with the Mulliken charge.
Cartesian coordinates (Å):
C: -2.64 2.48 2.54  -1.899
C: -3.59 1.29 2.38  1.613
C: -4.17 0.80 3.69  -0.455
O: -5.58 0.72 3.48  -0.362
C: -5.85 1.30 2.31  0.651
O: -6.95 1.45 1.87  -0.562
O: -4.77 1.96 1.81  -0.382
H: -3.08 3.21 3.22  0.517
H: -2.30 2.93 1.62  0.343
H: -1.77 2.19 3.15  0.320
H: -3.19 0.58 1.66  -0.345
H: -3.98 1.60 4.41  0.319
H: -3.76 -0.16 3.99  0.359
C: -1.37 -4.88 1.67  -0.925
C: -2.08 -6.21 1.85  0.392
C: -3.54 -6.10 2.32  -0.450
O: -4.26 -6.17 1.11  -0.369
C: -3.49 -6.85 0.19  0.679
O: -3.93 -7.49 -0.71  -0.539
O: -2.21 -6.82 0.57  -0.382
H: -0.38 -4.96 1.22  0.414
H: -1.15 -4.33 2.59  0.417
H: -1.96 -4.25 1.01  -0.156
H: -1.42 -6.86 2.43  0.319
H: -3.74 -5.24 2.96  0.348
H: -3.78 -6.94 2.98  0.259
C: 4.12 4.57 -5.77  -1.424
C: 2.92 5.15 -5.09  0.477
C: 1.63 4.81 -5.86  -0.491
O: 0.99 3.79 -5.06  -0.318
C: 1.74 3.57 -3.96  0.644
O: 1.56 2.63 -3.25  -0.540
O: 2.67 4.53 -3.82  -0.364
H: 4.12 3.48 -5.83  0.323
H: 5.08 4.90 -5.36  0.358
H: 4.14 4.96 -6.80  0.398
H: 3.02 6.23 -4.95  0.344
H: 1.63 4.40 -6.86  0.291
H: 0.97 5.68 -5.83  0.280
C: -1.56 -1.77 -3.77  -1.181
C: -1.50 -0.35 -4.32  0.685
C: -2.03 -0.04 -5.72  -0.566
O: -3.36 0.37 -5.48  -0.375
C: -3.41 0.89 -4.23  0.509
O: -4.33 1.45 -3.73  -0.537
O: -2.31 0.53 -3.54  -0.147
H: -1.44 -1.70 -2.69  -0.042
H: -0.93 -2.42 -4.36  0.454
H: -2.57 -2.16 -3.94  0.421
H: -0.44 -0.10 -4.36  0.206
H: -2.08 -0.92 -6.35  0.351
H: -1.45 0.78 -6.14  0.287
C: 2.46 0.57 3.55  -0.851
C: 2.27 1.45 4.80  0.226
C: 1.67 2.84 4.54  0.353
O: 0.47 2.87 5.29  -0.371
C: 0.22 1.65 5.80  0.624
O: -0.79 1.32 6.33  -0.546
O: 1.30 0.86 5.69  -0.394
H: 3.34 -0.04 3.72  0.487
H: 2.67 1.26 2.72  0.208
H: 1.55 0.04 3.30  -0.043
H: 3.22 1.46 5.33  0.342
H: 1.64 3.04 3.47  -0.369
H: 2.39 3.54 4.96  0.308
C: 5.39 -3.79 -0.28  -1.350
C: 6.71 -4.07 0.42  0.518
C: 7.26 -2.86 1.19  -0.484
O: 7.41 -3.25 2.53  -0.351
C: 7.10 -4.59 2.64  0.662
O: 7.11 -5.20 3.65  -0.499
O: 6.60 -5.02 1.48  -0.395
H: 5.53 -3.33 -1.26  0.383
H: 4.75 -3.20 0.37  0.288
H: 4.88 -4.73 -0.45  0.372
H: 7.46 -4.46 -0.27  0.295
H: 6.73 -1.91 1.09  0.314
H: 8.26 -2.67 0.78  0.254
C: 0.09 0.03 0.65  0.955
C: 1.17 0.00 -0.46  -0.414
C: 1.54 -1.46 -0.59  -0.538
O: 1.43 -1.97 0.72  -0.442
C: 0.23 -1.38 1.24  -0.218
H: -0.82 0.18 0.07  -0.026
H: 0.20 0.83 1.39  -0.555
H: 2.09 0.39 -0.01  0.087
H: 0.87 0.46 -1.40  0.462
H: 2.54 -1.70 -0.95  0.365
H: 0.89 -1.94 -1.34  0.153
H: 0.19 -1.52 2.32  0.555
H: -0.59 -1.98 0.82  -0.270
C: 1.97 4.82 1.19  -0.592
C: 2.18 5.83 0.06  -0.705
C: 0.86 5.55 -0.73  -0.363
O: 0.55 4.19 -0.53  -0.407
C: 1.48 3.62 0.41  0.990
H: 1.16 5.23 1.81  0.297
H: 2.86 4.71 1.81  0.447
H: 3.02 5.62 -0.59  0.292
H: 2.17 6.87 0.38  0.388
H: 1.06 5.77 -1.78  0.086
H: 0.05 6.20 -0.40  0.337
H: 2.28 3.03 -0.04  0.014
H: 0.75 3.09 1.03  -0.748
C: -5.00 -2.71 -0.68  -0.746
C: -5.57 -1.40 -0.28  -0.502
C: -4.51 -0.42 -0.73  -0.125
O: -3.30 -1.08 -0.19  -0.621
C: -3.62 -2.49 -0.04  -0.156
H: -5.02 -3.00 -1.73  0.354
H: -5.38 -3.55 -0.08  0.336
H: -5.71 -1.39 0.80  0.136
H: -6.44 -1.12 -0.90  0.436
H: -4.61 0.62 -0.41  0.430
H: -4.28 -0.32 -1.80  -0.183
H: -3.68 -2.78 1.01  0.099
H: -2.97 -3.12 -0.65  0.244

Properties
Total energy in Ha: -2987.7357
HOMO-LUMO gap in eV: 9.8
E_HOMO in eV: -9.580

=====

2.
The following is a quantum chemistry calculation of 5 unconnected molecules or ions with the total composition C36H61N3O15S2, from OMol25.

Each line ends with the Mulliken charge.
Cartesian coordinates (Å):
C: -0.79 -2.63 2.60  -0.750
C: -0.03 -3.09 3.83  0.110
C: 1.32 -3.76 3.54  -1.313
C: 2.23 -3.01 2.57  -0.974
C: 3.21 -2.01 3.21  0.001
C: 2.68 -1.19 4.37  -1.184
N: 1.93 0.02 3.91  0.758
C: 2.96 1.07 3.74  -1.025
C: 2.60 2.22 2.81  -1.193
C: 2.69 1.82 1.33  -0.480
S: 4.32 2.44 0.72  -0.181
C: 4.03 2.91 -0.92  0.218
S: 5.02 3.93 -1.68  -0.210
N: 2.91 2.37 -1.60  0.251
C: 1.89 3.12 -2.13  -0.276
C: 1.08 2.21 -2.71  -0.562
N: 1.54 0.95 -2.53  -0.630
C: 2.65 1.06 -1.84  -0.055
C: 1.03 0.42 5.00  -1.408
C: -0.12 1.32 4.58  -0.123
O: 0.14 2.63 5.10  -0.649
O: -1.30 0.79 5.10  -0.274
C: -2.41 1.65 4.86  -0.440
C: -3.72 0.92 5.00  -0.803
O: -3.87 -0.20 4.15  -0.149
C: -4.95 -0.14 3.24  -0.316
C: -5.71 -1.49 3.21  -0.632
C: -4.90 -2.70 3.66  -0.596
H: -0.26 -1.82 2.10  0.137
H: -0.93 -3.45 1.91  0.407
H: -1.75 -2.21 2.87  -0.020
H: -0.67 -3.82 4.34  0.522
H: 0.08 -2.26 4.51  -0.217
H: 1.13 -4.76 3.18  0.448
H: 1.82 -3.85 4.50  0.469
H: 1.69 -2.50 1.79  0.528
H: 2.84 -3.76 2.08  0.351
H: 3.50 -1.32 2.42  -0.329
H: 4.13 -2.51 3.50  0.479
H: 3.54 -0.83 4.94  0.487
H: 2.10 -1.78 5.07  0.811
H: 3.23 1.49 4.72  0.463
H: 3.86 0.62 3.34  0.663
H: 3.33 3.00 3.00  0.638
H: 1.64 2.66 3.01  0.029
H: 2.65 0.75 1.19  0.285
H: 1.92 2.33 0.76  0.489
H: 1.83 4.18 -2.07  0.479
H: 0.19 2.45 -3.24  0.457
H: 3.27 0.26 -1.51  0.330
H: 1.56 0.93 5.81  0.119
H: 0.56 -0.44 5.46  0.681
H: -0.17 1.42 3.49  0.541
H: -0.10 3.29 4.44  0.402
H: -2.34 2.12 3.88  0.312
H: -2.43 2.44 5.60  0.349
H: -4.51 1.67 4.88  0.501
H: -3.78 0.54 6.02  0.225
H: -5.68 0.62 3.51  0.393
H: -4.55 0.03 2.24  0.120
H: -6.57 -1.37 3.88  0.362
H: -6.14 -1.64 2.22  0.349
H: -5.04 -2.88 4.71  0.410
H: -5.29 -3.57 3.14  0.353
H: -3.86 -2.62 3.39  -0.191
C: 2.29 7.40 -5.56  -1.439
C: 1.68 7.85 -4.25  0.487
C: 2.52 8.82 -3.45  -0.507
O: 2.06 8.56 -2.11  -0.334
C: 1.63 7.28 -2.07  0.652
O: 1.36 6.68 -1.08  -0.525
O: 1.55 6.76 -3.32  -0.291
H: 1.76 6.52 -5.94  0.363
H: 2.23 8.19 -6.30  0.389
H: 3.33 7.12 -5.42  0.342
H: 0.68 8.25 -4.42  0.274
H: 2.35 9.86 -3.71  0.301
H: 3.58 8.59 -3.49  0.304
C: 6.88 -1.84 -2.47  -1.528
C: 6.28 -1.50 -1.13  0.996
C: 7.10 -0.55 -0.28  -0.401
O: 6.68 -0.91 1.05  -0.315
C: 6.31 -2.21 1.02  0.654
O: 6.08 -2.87 1.98  -0.538
O: 6.23 -2.65 -0.27  -0.388
H: 6.39 -2.71 -2.89  0.364
H: 6.78 -1.00 -3.16  0.381
H: 7.94 -2.08 -2.37  0.367
H: 5.26 -1.13 -1.25  -0.145
H: 6.88 0.50 -0.48  0.258
H: 8.17 -0.72 -0.35  0.311
C: -2.80 -3.22 -3.47  -1.430
C: -3.39 -2.72 -2.17  0.813
C: -2.72 -1.50 -1.60  -0.627
O: -3.00 -1.63 -0.20  -0.205
C: -3.12 -2.96 0.06  0.562
O: -3.16 -3.43 1.15  -0.475
O: -3.19 -3.66 -1.10  -0.400
H: -3.14 -4.23 -3.68  0.318
H: -3.10 -2.57 -4.28  0.285
H: -1.71 -3.24 -3.42  0.388
H: -4.47 -2.57 -2.28  0.177
H: -3.14 -0.56 -1.98  0.268
H: -1.64 -1.50 -1.74  0.347
C: -7.68 -3.52 -8.10  -1.436
C: -6.28 -3.36 -7.56  0.500
C: -5.96 -4.18 -6.34  -0.553
O: -4.92 -3.40 -5.72  -0.202
C: -5.12 -2.11 -6.08  0.629
O: -4.56 -1.18 -5.60  -0.520
O: -6.05 -2.03 -7.06  -0.382
H: -7.91 -2.72 -8.80  0.357
H: -7.78 -4.48 -8.61  0.379
H: -8.41 -3.47 -7.30  0.345
H: -5.54 -3.54 -8.35  0.258
H: -5.60 -5.18 -6.57  0.311
H: -6.80 -4.25 -5.64  0.312

Properties
Total energy in Ha: -3497.5730
HOMO-LUMO gap in eV: 8.3
E_HOMO in eV: -8.734

=====

3.
The following is a quantum chemistry calculation of a molecular structure, C36H63BeCl7F9KLiN2O16P2, from OMol25.

Each line ends with the Mulliken charge.
Cartesian coordinates (Å):
C: 5.31 -0.33 3.68  -0.698
O: 4.69 0.79 3.12  -0.438
C: 3.36 0.54 2.76  0.183
C: 2.91 1.63 1.79  -1.256
C: 2.19 1.09 0.52  -0.483
C: 0.85 1.81 0.42  -0.727
C: 0.05 1.58 -0.88  2.294
P: -0.30 -0.32 -0.95  -0.179
C: -0.59 -1.00 0.72  -0.729
C: 1.13 -1.21 -1.74  -0.768
C: 0.80 1.79 -2.18  -2.636
N: 0.80 3.21 -2.78  1.042
C: 0.63 2.94 -4.27  -1.689
C: 0.95 4.06 -5.26  -1.028
C: 2.16 3.78 -6.14  -1.181
N: 2.04 2.48 -6.78  -0.465
C: 2.14 3.75 -2.53  0.696
F: 3.01 3.17 -3.27  -0.246
F: 2.49 3.55 -1.31  -0.128
F: 2.21 5.02 -2.74  -0.213
C: -0.32 3.97 -2.16  1.157
C: -0.71 5.29 -2.81  -1.839
C: -1.38 6.16 -1.73  0.699
C: -2.10 7.31 -2.40  -1.476
Cl: -0.01 6.88 -0.77  -0.197
C: -1.59 3.11 -2.04  -1.718
C: -1.38 2.19 -0.79  -0.127
C: -1.69 3.05 0.45  -1.413
C: -2.21 2.26 1.67  0.935
C: -1.86 3.03 2.95  -0.971
C: -2.13 2.21 4.21  -1.148
C: -1.03 2.47 5.25  -1.363
C: 0.07 1.42 5.15  0.326
O: 0.03 0.54 6.28  -0.427
C: -0.04 -0.76 5.90  0.704
C: 1.14 -1.32 5.15  -0.637
O: -0.97 -1.39 6.13  -0.475
H: 6.38 -0.19 3.59  0.294
H: 5.07 -0.41 4.74  0.271
H: 5.04 -1.25 3.18  0.300
H: 3.21 -0.44 2.31  0.385
H: 2.73 0.61 3.65  -0.376
H: 3.72 2.27 1.50  0.476
H: 2.22 2.27 2.32  0.369
H: 2.03 0.03 0.65  0.144
H: 2.85 1.30 -0.30  0.317
H: 0.30 1.55 1.31  -0.527
H: 1.03 2.87 0.50  1.155
H: 0.12 -0.68 1.48  -0.026
H: -1.59 -0.85 1.09  0.454
H: -0.45 -2.07 0.64  0.253
H: 2.09 -0.73 -1.64  0.599
H: 0.86 -1.37 -2.76  0.378
H: 1.17 -2.18 -1.28  -0.165
H: 0.33 1.13 -2.89  0.661
H: 1.79 1.41 -2.10  0.713
H: 1.26 2.11 -4.56  1.140
H: -0.36 2.59 -4.46  0.987
H: 0.12 4.12 -5.95  0.532
H: 1.06 5.06 -4.87  0.205
H: 2.11 4.54 -6.91  0.467
H: 3.10 3.93 -5.64  0.477
H: 1.38 2.51 -7.54  0.206
H: 2.95 2.21 -7.11  0.211
H: 0.01 4.23 -1.16  -0.416
H: -1.46 5.17 -3.57  0.220
H: 0.09 5.90 -3.19  0.821
H: -1.99 5.58 -1.07  0.291
H: -2.58 6.99 -3.31  0.382
H: -2.74 7.84 -1.73  0.386
H: -1.34 8.01 -2.71  0.420
H: -2.46 3.73 -1.92  0.130
H: -1.76 2.47 -2.89  0.223
H: -2.14 1.42 -0.83  1.651
H: -2.52 3.69 0.15  1.573
H: -0.91 3.74 0.74  -0.176
H: -3.28 2.11 1.60  -1.283
H: -1.74 1.30 1.75  -0.594
H: -0.81 3.27 2.88  0.560
H: -2.45 3.94 2.97  0.402
H: -3.05 2.59 4.65  0.531
H: -2.20 1.15 4.02  0.627
H: -0.57 3.43 5.04  0.486
H: -1.42 2.50 6.25  0.513
H: 0.00 0.87 4.23  -0.182
H: 1.04 1.91 5.14  0.309
H: 2.00 -0.70 5.31  0.312
H: 1.29 -2.31 5.53  0.368
H: 0.87 -1.36 4.10  -0.005
C: -1.37 -4.55 9.24  -0.341
C: -0.51 -4.02 8.11  -0.134
O: 0.29 -5.16 7.78  -0.334
C: -0.37 -6.28 8.18  0.618
O: -0.06 -7.38 7.90  -0.514
O: -1.45 -5.95 8.93  -0.325
H: -2.36 -4.10 9.26  0.293
H: -0.91 -4.43 10.22  0.263
H: -1.09 -3.74 7.24  0.201
H: 0.11 -3.19 8.41  0.266
C: -4.30 3.98 -5.16  0.382
Cl: -5.64 2.89 -5.38  -0.044
Cl: -4.29 4.59 -3.49  -0.040
Cl: -2.78 3.12 -5.50  -0.058
Cl: -4.45 5.35 -6.27  -0.104
C: 3.19 -6.36 -0.34  -2.228
C: 2.11 -5.38 0.08  0.664
C: 1.27 -5.84 1.26  -0.446
O: 0.06 -5.12 1.05  -0.379
C: -0.06 -4.92 -0.30  0.509
O: -1.03 -4.53 -0.83  -0.436
O: 1.11 -5.24 -0.93  -0.070
H: 3.50 -6.17 -1.38  0.568
H: 4.05 -6.28 0.31  0.469
H: 2.83 -7.38 -0.31  0.487
H: 2.55 -4.40 0.26  0.232
H: 1.71 -5.59 2.22  0.319
H: 1.04 -6.91 1.24  0.264
O: -1.64 -8.83 -3.54  -0.647
Cl: -1.62 -7.61 -2.79  1.579
O: -1.77 -6.50 -3.63  -0.556
O: -0.36 -7.53 -2.05  -0.646
O: -2.71 -7.66 -1.80  -0.544
F: 1.88 -3.07 -5.35  -0.321
P: 0.98 -4.32 -4.78  1.112
F: 2.43 -5.10 -4.56  -0.296
F: 1.23 -3.68 -3.29  -0.150
F: -0.52 -4.16 -4.24  -0.292
F: 0.62 -5.94 -5.13  -0.322
F: 0.33 -4.07 -6.30  -0.323
K: 2.12 -8.54 -1.28  1.000
Li: -4.93 2.39 0.83  0.884
C: -5.33 -0.07 -1.89  0.706
O: -5.67 -0.59 -0.81  -0.770
O: -5.72 -0.79 -3.01  -0.478
O: -4.70 0.99 -2.07  -0.648
H: -6.16 -1.52 -2.53  0.284
Be: 1.67 -5.78 -6.82  0.514
Cl: -4.30 -7.19 -0.30  0.008

Properties
Total energy in Ha: -8147.2056
HOMO-LUMO gap in eV: 1.7
E_HOMO in eV: -7.925
Charge: +1

=====

4.
The following is a quantum chemistry calculation of a molecular structure, C36H64Cl5HfN4O6PSSi, from OMol25.

Each line ends with the Mulliken charge.
Cartesian coordinates (Å):
Hf: 9.26 12.52 14.69  0.596
C: 9.69 13.11 17.87  -0.896
O: 8.77 13.09 16.73  0.609
C: 7.47 13.59 17.08  -0.488
C: 6.77 13.98 15.86  -0.742
O: 7.04 13.01 14.83  0.187
C: 5.79 12.73 14.06  -0.662
H: 10.05 14.13 18.16  0.196
H: 10.54 12.52 17.48  0.058
H: 9.24 12.60 18.71  0.486
H: 7.51 14.48 17.77  0.422
H: 7.00 12.79 17.68  0.274
H: 7.10 14.93 15.50  0.141
H: 5.66 14.00 15.95  0.527
H: 5.62 13.48 13.27  0.196
H: 4.90 12.64 14.77  0.470
H: 5.96 11.70 13.62  -0.019
Cl: 10.75 19.96 16.81  -0.186
C: 10.52 18.37 16.16  -0.112
C: 9.73 18.18 15.02  0.442
Cl: 9.01 19.54 14.30  -0.193
C: 9.50 16.88 14.47  0.453
Cl: 8.30 16.69 13.21  -0.178
C: 10.24 15.77 14.94  -0.667
O: 9.98 14.52 14.61  -0.636
C: 11.30 16.05 15.91  -0.093
Cl: 12.49 14.85 16.10  -0.106
C: 11.16 17.19 16.67  0.431
Cl: 12.03 17.17 18.15  -0.182
N: 11.22 12.18 14.96  -0.215
C: 12.23 12.01 14.32  0.703
N: 13.34 11.62 13.81  -0.740
C: 14.05 12.38 12.94  0.517
N: 14.64 12.95 12.08  -0.692
C: 13.18 13.92 9.38  -0.925
C: 12.18 15.00 9.80  1.593
C: 11.56 15.66 8.58  -1.382
C: 12.77 15.93 10.86  -1.537
O: 11.05 14.30 10.55  0.413
Si: 9.84 13.28 10.31  -2.379
S: 9.08 12.42 12.14  0.941
O: 10.41 12.03 9.30  -0.238
C: 9.53 11.07 8.60  2.290
C: 9.30 11.64 7.20  -1.865
C: 8.23 10.82 9.30  -0.895
C: 10.38 9.80 8.54  -1.988
O: 8.67 14.03 9.49  0.877
C: 7.69 15.03 9.52  2.181
C: 8.40 16.36 9.70  -1.755
C: 6.68 14.69 10.63  -1.144
C: 6.97 14.97 8.19  -1.631
H: 14.05 14.38 8.86  0.450
H: 12.75 13.13 8.81  0.108
H: 13.60 13.41 10.28  0.106
H: 12.35 16.07 7.94  0.489
H: 10.97 16.53 8.85  0.280
H: 10.92 14.99 7.99  0.148
H: 13.70 16.27 10.51  0.434
H: 12.91 15.34 11.79  0.165
H: 12.09 16.76 11.09  0.374
H: 8.82 12.62 7.15  0.047
H: 8.75 10.94 6.62  0.577
H: 10.24 11.68 6.62  0.355
H: 7.60 11.72 9.19  0.021
H: 8.37 10.56 10.36  -0.273
H: 7.58 10.11 8.82  0.647
H: 11.18 9.98 7.83  0.435
H: 9.80 9.03 8.12  0.487
H: 10.78 9.56 9.53  0.239
H: 9.23 16.19 10.38  0.154
H: 7.80 17.13 10.09  0.537
H: 8.74 16.71 8.75  0.421
H: 7.13 14.63 11.62  -0.330
H: 6.26 13.66 10.40  0.117
H: 5.91 15.40 10.68  0.740
H: 7.77 15.02 7.39  0.335
H: 6.26 15.84 8.11  0.358
H: 6.46 13.97 7.99  0.279
C: 11.64 7.97 14.42  -2.254
C: 10.21 7.97 14.04  3.113
C: 9.96 8.71 12.74  -2.065
C: 9.82 6.48 13.80  -2.129
P: 9.14 8.99 15.44  -0.683
N: 8.99 10.53 15.21  0.502
C: 7.37 8.13 15.41  1.991
C: 7.16 6.67 15.85  -1.677
C: 6.77 8.39 14.03  -1.632
C: 6.50 8.91 16.45  -1.889
C: 9.96 8.60 17.20  2.397
C: 11.32 9.21 17.23  -1.653
C: 9.08 9.32 18.23  -1.776
C: 10.02 7.10 17.57  -1.733
H: 12.19 7.56 13.55  0.636
H: 11.93 7.36 15.31  0.198
H: 11.95 8.99 14.53  0.442
H: 10.65 8.27 11.99  0.681
H: 10.33 9.74 12.84  0.051
H: 8.93 8.63 12.42  0.190
H: 10.40 6.01 13.03  0.506
H: 8.78 6.46 13.49  0.498
H: 9.94 5.79 14.61  0.262
H: 7.83 5.92 15.34  0.119
H: 6.14 6.38 15.63  0.549
H: 7.28 6.62 17.00  0.327
H: 7.21 7.68 13.27  0.224
H: 7.00 9.43 13.63  -0.036
H: 5.70 8.25 14.07  0.621
H: 6.72 8.60 17.43  0.485
H: 5.44 8.68 16.29  0.581
H: 6.60 9.98 16.31  0.013
H: 11.39 10.08 16.60  0.209
H: 12.15 8.58 16.81  0.205
H: 11.60 9.42 18.26  0.543
H: 8.72 10.28 17.88  0.115
H: 9.74 9.50 19.05  0.717
H: 8.26 8.71 18.65  0.189
H: 10.51 6.45 16.87  0.184
H: 9.00 6.69 17.78  0.258
H: 10.53 7.05 18.53  0.567

Properties
Total energy in Ha: -5458.8197
HOMO-LUMO gap in eV: 8.0
E_HOMO in eV: -8.087

=====

Among the records above, which one has the lowest total energy?
C36H63BeCl7F9KLiN2O16P2

=====

Number 1 is which compound?
C36H60O21

=====

What is the E_HOMO in the first record?
-9.580 eV